w) The following is a quantum chemistry calculation of a 2-piece molecular cluster, C2H8N2S overall, from OMol25.

For the orbital gap, the calculation gives 0.2664 Ha. Its molar mass is 92.17 Da. As for the multiplicity: 1.

Last column: Löwdin charge in e.
Element x y z (Å)
S 1.87882 -1.39197 1.08313  0.611
H -2.85542 0.51032 0.65876  0.079
C 1.90820 -0.03260 -0.28907  -0.628
N -0.81832 0.80574 0.43794  0.032
H 1.00498 -0.87513 1.85977  -0.243
H 0.34488 -0.78675 -1.58340  0.084
H -0.86952 1.76785 0.06885  0.059
H 1.94559 0.91947 0.20928  0.050
H -2.27241 0.22405 -0.90873  0.042
H 2.80015 -0.35268 -0.85037  0.067
C -1.99918 0.14311 0.09823  -0.261
N 0.79413 0.08255 -1.13204  -0.008
H -1.86190 -1.01397 0.34763  0.116

---

x) The following is a quantum chemistry calculation of a 2-piece molecular cluster, C2H8N2S overall, from OMol25.

For the orbital gap, the calculation gives 0.2754 Ha. Its molar mass is 92.17 Da. As for the multiplicity: 1.

Last column: Löwdin charge in e.
Element x y z (Å)
H 2.08872 -0.85025 1.04984  0.146
C 2.10458 0.34341 -1.23227  -0.042
H 2.61719 -0.58365 -1.31353  0.070
N 0.98748 0.10105 -0.32536  -0.046
S -1.97594 0.52967 -0.33626  0.059
H 0.06100 -1.51374 2.36474  0.133
C 1.07898 -0.61577 0.75466  -0.204
H -0.00153 0.37572 -0.53709  -0.079
H -0.79499 -0.49871 1.15449  -0.051
H 2.74529 1.15861 -0.90855  0.084
H 1.62399 0.63284 -2.23270  0.126
H -3.17259 0.27005 0.27714  -0.325
N 0.06204 -0.93410 1.52414  0.131

---

y) The following is a quantum chemistry calculation of a 2-piece molecular cluster, C2H8N2S overall, from OMol25.

For the orbital gap, the calculation gives 0.2452 Ha. Its molar mass is 92.17 Da. As for the multiplicity: 1.

Last column: Löwdin charge in e.
Element x y z (Å)
H 2.56608 1.65712 -0.21898  0.117
C 0.47820 -1.66984 1.00360  -0.061
H 2.29411 -0.53294 1.02656  0.146
H -0.42955 -1.28857 1.46398  0.066
H -2.14434 1.59884 -0.47659  -0.393
H 1.12982 2.18015 -1.01806  0.122
H 0.99575 -2.28073 1.74031  0.085
S -2.16742 0.26014 -0.55407  -0.024
N 1.61486 1.46973 -0.49354  0.163
H 0.26191 -2.25490 0.11610  0.093
C 0.93791 0.38756 -0.16404  -0.231
N 1.35268 -0.53769 0.66281  0.005
H -0.13765 0.33271 -0.50895  -0.087

---

If we sort the structures by their calculated energies, the order from most to least stable is x), y), w).

---

w) The following is a quantum chemistry calculation of a 2-piece molecular cluster, C6H8N2O3S overall, from OMol25.

For the orbital gap (spin up / spin down), the calculation gives 0.2884 / 0.2932 Ha. Its molar mass is 188.21 Da. As for the multiplicity: 1.

Last column: Löwdin charge in e.
Element x y z (Å)
C -1.27089 -1.47379 1.72634  -0.154
O 1.22638 0.92441 -2.24037  -0.011
H -1.90361 -0.63632 1.56831  0.108
H 1.67991 2.94022 -1.71123  0.111
N -0.16774 0.84561 -0.45730  0.068
C 0.33525 -1.88067 0.44327  -0.692
H 0.06767 0.02759 2.75039  0.138
H 0.49763 2.67905 -2.95871  0.099
C 0.87013 2.31933 -2.04527  -0.099
H -0.07867 2.98028 -0.10670  0.083
C 0.69956 0.31502 -1.24264  -0.291
S 1.09630 -2.25715 -1.17737  1.065
O 0.04695 -2.89508 -2.00947  -0.519
O -0.96432 -2.00479 0.44786  -0.018
H -1.83044 -2.26412 2.16228  0.116
C 0.01928 -1.05748 2.39738  -0.190
C -0.22696 2.30023 -0.89743  -0.120
N 0.99552 -1.39285 1.40470  0.067
H -1.28385 2.30670 -1.28202  0.121
H 0.19189 -1.77622 3.22798  0.119

---

x) The following is a quantum chemistry calculation of the molecule C6H8N2O3S, from OMol25.

For the orbital gap, the calculation gives 0.3235 Ha. Its molar mass is 188.21 Da. As for the multiplicity: 1. The SMILES is CC(=O)[C@H](C1=NCCS1)[N+](=O)[O-].

Last column: Löwdin charge in e.
Element x y z (Å)
C -0.60467 -0.23697 -0.02307  -0.505
O 1.04062 1.57734 1.19092  0.146
C 0.83091 -0.14271 -0.45880  -0.186
H -3.99211 -0.51470 -0.27835  0.054
H 2.34070 2.37340 -1.27240  0.151
H 3.30052 0.85444 -1.15661  0.095
C 2.71530 1.54636 -0.50459  -0.003
O 1.14834 -2.24646 0.45863  0.123
N 1.58296 -1.34304 -0.22932  -0.352
H -2.86788 -0.86896 2.06044  0.121
H -2.91051 -1.84139 -0.14448  0.050
O 2.62754 -1.40533 -0.86328  0.074
H 3.25624 2.08617 0.15513  0.039
C -3.00727 -0.80335 -0.13060  -0.421
S -1.83604 -0.24821 -1.39612  0.921
N -1.06949 -0.26784 1.13563  0.063
H -2.67195 0.66828 1.52749  0.133
C 1.52613 1.03115 0.24531  -0.390
H 1.01300 0.13987 -1.53252  0.173
C -2.42236 -0.35803 1.21658  -0.287

---

If we sort the structures by their calculated energies, the order from most to least stable is x), w).

---

w) The following is a quantum chemistry calculation of the molecule C2H5NOP2, from OMol25.

For the orbital gap, the calculation gives 0.3532 Ha. Its molar mass is 121.02 Da. As for the multiplicity: 1.

Last column: Löwdin charge in e.
Element x y z (Å)
H -2.08903 -0.56515 -0.86930  -0.121
H -1.76100 -0.95942 1.11492  -0.082
C 0.36490 -0.04796 0.35333  -0.439
H 2.58198 0.84723 -0.05271  0.095
C 1.75611 0.25317 -0.44507  -0.208
H 1.65898 0.46590 -1.56388  0.118
P 1.20599 -1.68465 0.49258  0.925
O 2.49078 -1.12261 -0.53594  -0.417
P -1.74878 -1.70630 -0.18271  0.753
N -0.16850 -1.10240 -0.44257  -0.682
H -0.16180 0.60903 0.93173  0.057

---

x) The following is a quantum chemistry calculation of C2H5NOP2 as an isolated structure, from OMol25.

For the orbital gap, the calculation gives 0.3412 Ha. Its molar mass is 121.02 Da. As for the multiplicity: 1.

Last column: Löwdin charge in e.
Element x y z (Å)
O -2.11800 -0.43621 -1.65737  -0.406
C -0.63522 -0.24839 -1.74586  -0.281
N -0.93868 0.28403 0.55420  -0.668
H -0.12021 1.78006 1.78903  -0.140
P -1.90376 -1.00894 0.00932  0.917
H 0.82424 -1.18275 -0.05261  0.098
H -0.13315 -0.79812 -2.60794  0.118
P -0.71894 0.63503 2.24431  0.712
H -0.59397 0.86997 -1.96297  0.114
C -0.10226 -0.63877 -0.29280  -0.378
H -1.96694 1.43034 2.47915  -0.086

---

If we sort the structures by their calculated energies, the order from most to least stable is x), w).

---

w) The following is a quantum chemistry calculation of the molecule C3H2F2O, from OMol25.

For the orbital gap, the calculation gives 0.3494 Ha. Its molar mass is 92.04 Da. As for the multiplicity: 1. The SMILES is O=C/C(F)=C/F.

Last column: Löwdin charge in e.
Element x y z (Å)
C -1.13402 -0.50924 -0.43197  0.034
F 1.15636 -0.66019 0.68648  0.096
C 0.52555 1.14533 -0.65250  -0.008
O 1.27668 2.04982 0.20021  -0.093
C 0.17939 -0.23441 -0.15077  -0.216
F -1.79119 -1.58447 0.24492  -0.019
H -1.72810 -0.05834 -1.16596  0.108
H -0.19737 1.45159 -1.40686  0.100

---

x) The following is a quantum chemistry calculation of the molecule C3H2F2O, from OMol25.

For the orbital gap, the calculation gives 0.3822 Ha. Its molar mass is 92.04 Da. As for the multiplicity: 1. The SMILES is OC=C=C(F)F.

Last column: Löwdin charge in e.
Element x y z (Å)
H -1.62207 0.25069 1.14745  0.160
H -2.48453 -0.62839 -0.92830  0.132
C 1.62626 0.06176 0.12990  -0.370
C 0.32560 0.17190 0.16129  0.066
F 2.33390 -1.01790 0.33999  0.144
O -1.68099 -0.04712 -0.94949  -0.008
C -0.95299 0.11047 0.17447  -0.228
F 2.45482 1.09858 -0.07530  0.103

---

y) The following is a quantum chemistry calculation of a 2-piece molecular cluster, C3H2F2O overall, from OMol25.

For the orbital gap, the calculation gives 0.3672 Ha. Its molar mass is 92.04 Da. As for the multiplicity: 1.

Last column: Löwdin charge in e.
Element x y z (Å)
C -1.69029 0.09809 0.00230  -0.298
H 0.28094 -1.57187 0.14925  0.081
H 1.27914 1.40049 -0.11472  0.099
C 1.48853 0.37646 0.01614  -0.214
F 2.77095 -0.05181 -0.08275  0.017
F -2.40373 -0.90499 -0.48349  0.089
O -2.21450 1.11144 0.35341  0.106
C 0.48896 -0.45781 0.15986  0.120

---

If we sort the structures by their calculated energies, the order from most to least stable is x), y), w).

---

w) The following is a quantum chemistry calculation of the molecule C4H11PS2, from OMol25.

For the orbital gap (spin up / spin down), the calculation gives 0.2646 / 0.2647 Ha. Its molar mass is 154.24 Da. As for the multiplicity: 1. The SMILES is C=S(C)#S#P(C)C.

Last column: Löwdin charge in e.
Element x y z (Å)
P 0.50808 -0.95836 0.02734  0.377
H -0.42374 -3.24443 -0.03202  0.038
S -2.06941 1.02133 0.08087  0.668
C 0.59727 -2.81441 0.15258  -0.360
H -0.59884 2.58039 0.95017  -0.008
H 2.36578 0.48453 0.20037  0.008
H 1.00757 -3.13998 1.05759  -0.002
H 2.74940 -1.12594 -0.52616  0.032
C 2.30585 -0.57934 0.30468  -0.340
C -1.50486 2.68547 0.43222  -0.361
H -2.12289 3.17057 1.13717  0.027
H -0.84591 1.68361 -1.86418  0.031
S -0.45190 -0.21502 1.67052  0.129
H -1.31199 3.31366 -0.53239  0.095
H 1.18156 -3.22687 -0.73836  0.054
C -1.71613 1.05671 -1.51487  -0.449
H -2.00274 0.10865 -2.16185  0.055
H 2.33290 -0.80057 1.35633  0.007

---

x) The following is a quantum chemistry calculation of a 2-piece molecular cluster, C4H11PS2 overall, from OMol25.

For the orbital gap, the calculation gives 0.3077 Ha. Its molar mass is 154.24 Da. As for the multiplicity: 1. The SMILES is CC[P@H](C)=S.C=S.

Last column: Löwdin charge in e.
Element x y z (Å)
H 0.93137 -1.79140 -0.46638  0.021
S -1.12898 1.66353 -0.96016  0.177
H 1.77569 2.18396 0.32246  0.096
H -3.62105 -0.02152 -1.06102  -0.023
H -0.09905 -1.10155 -1.63815  0.002
C 2.72336 0.54830 0.95595  -0.163
C -4.02445 -0.71688 -0.29238  -0.642
C 1.76188 1.14384 -0.09584  -0.419
H -0.73157 -1.71331 -0.29684  -0.027
H -5.17040 -0.63462 -0.50638  0.038
S -3.36272 -1.58095 0.84016  0.636
C 0.10933 -1.22205 -0.66100  -0.215
H -0.15302 0.44099 1.32828  -0.001
H 3.24520 -0.38598 0.70612  0.068
P 0.05667 0.50038 -0.03700  0.265
H 3.46814 1.30996 1.06912  0.053
H 2.18237 0.36500 1.90537  0.069
H 2.03723 1.01231 -1.11231  0.065

---

If we sort the structures by their calculated energies, the order from most to least stable is x), w).

---

w) The following is a quantum chemistry calculation of a 2-piece molecular cluster, C6H8N4 overall, from OMol25.

For the orbital gap, the calculation gives 0.3347 Ha. Its molar mass is 136.16 Da. As for the multiplicity: 1. The SMILES is c1c[nH]cn1.c1c[nH]cn1.

Last column: Löwdin charge in e.
Element x y z (Å)
N -1.72580 2.81690 0.13148  0.068
C 1.45104 -1.29400 0.20365  -0.120
H -1.35914 0.54325 -2.23854  0.146
H 2.87212 -1.08750 1.89732  0.096
C -2.20081 2.10013 -0.88685  -0.207
N 0.38044 -2.16416 0.09653  0.029
C -0.05177 1.71902 -1.02244  -0.147
H -3.25584 1.87303 -1.03994  0.109
C 2.02449 -1.59238 1.43396  -0.156
C 0.23294 -2.73193 1.26775  -0.259
H -0.35212 -2.08582 -0.61323  0.155
H 0.93166 1.33042 -1.28693  0.093
H 1.79880 -0.59352 -0.55561  0.085
H -0.68387 -3.28705 1.46625  0.122
C -0.37845 2.60567 -0.04505  -0.203
N 1.17554 -2.42022 2.13941  0.047
H 0.40091 2.94349 0.63801  0.099
N -1.26016 1.32468 -1.58577  0.042

---

x) The following is a quantum chemistry calculation of the molecule C6H8N4, from OMol25.

For the orbital gap, the calculation gives 0.3847 Ha. Its molar mass is 136.16 Da. As for the multiplicity: 1. The SMILES is C=C=C(C)c1nnnn1C.

Last column: Löwdin charge in e.
Element x y z (Å)
H -0.63009 -2.86957 2.51923  0.035
C -0.57173 1.27849 1.40990  -0.036
N 2.25378 -0.19758 0.14224  0.082
H -1.74684 1.38532 1.52390  0.122
N 2.86893 -0.03792 -1.02430  -0.080
C -1.07500 -2.38618 1.70083  0.048
C -0.11757 -0.08174 0.89633  -0.271
H -0.52488 1.73203 -1.98798  0.071
H -0.04810 1.45043 2.37070  0.093
N 0.87913 0.30963 -1.42684  -0.127
C -0.29712 0.69841 -2.20305  -0.012
C 0.98304 0.03122 -0.08939  -0.293
H -2.05543 -2.71102 1.32066  0.069
H -0.38325 1.92537 0.54956  0.059
C -0.53461 -1.20943 1.33687  -0.028
H -1.14436 -0.02109 -1.80350  0.130
H 0.01081 0.48730 -3.26506  0.102
N 2.13328 0.21635 -1.97010  0.035

---

If we sort the structures by their calculated energies, the order from most to least stable is w), x).